# 1
Molecular formula: C2H11N2O
Method: DFT, ωB97M-V with the def2-TZVPD basis set

The net charge is +1. The energy relative to the best compared isomer or geometry (same formula, charge and spin) is 19.9 kcal/mol. Its HOMO energy is -13.266 eV.

Atoms and positions in Å:
N  1.97424  1.53670  -0.41766
H  0.92033  1.34667  -0.34328
H  2.32917  1.57036  0.54190
H  2.43804  0.78714  -0.93246
H  2.15696  2.42099  -0.88561
C  -1.05586  -0.00721  0.44811
O  -0.65550  1.36661  0.06898
C  -0.13311  -1.03680  -0.15484
N  -0.62496  -2.33555  0.25530
H  -1.02496  -0.03770  1.53279
H  -2.08059  -0.12571  0.10464
H  -1.43410  1.90614  0.27004
H  -0.04209  -0.89160  -1.23891
H  0.86516  -0.90128  0.27038
H  0.05632  -3.06213  0.05279
H  -1.40198  -2.61228  -0.33100

Results of the Mulliken charge analysis, in e, for atoms 1 through 2:
1 N -0.44
2 H 0.26



# 2
Molecular formula: C24H19N3O4PdSTe
Method: DFT, ωB97M-V with the def2-TZVPD basis set

The energy relative to the best compared isomer or geometry (same formula, charge and spin) is 38.4 kcal/mol. Its HOMO energy (spin up / spin down) is -8.298 / -8.298 eV.

Atoms and positions in Å:
Pd  -0.42545  1.15061  -0.38760
O  -0.36122  0.53409  1.80891
C  -0.86585  -0.41881  2.39174
C  -1.50069  -1.57190  1.82682
C  -1.96517  -2.54670  2.71594
C  -2.54317  -3.70261  2.26064
C  -2.67629  -3.93299  0.87494
C  -2.24817  -3.00039  -0.01560
C  -1.64380  -1.76704  0.40316
O  -1.27368  -0.93856  -0.48520
N  -3.01957  -4.69038  3.20124
O  -2.79819  -4.50984  4.38886
O  -3.62234  -5.65581  2.76092
H  -0.81922  -0.42579  3.49678
H  -1.87254  -2.39012  3.78342
H  -3.11886  -4.86543  0.55452
H  -2.34543  -3.15186  -1.08243
Te  1.12847  0.01746  -2.28670
C  2.49242  1.50100  -1.49984
C  2.73165  1.55510  -0.12867
C  3.57976  2.52929  0.37457
C  4.18361  3.44545  -0.47642
C  3.94409  3.38499  -1.83850
C  3.09371  2.41336  -2.35230
C  2.49464  -1.43052  -1.48837
C  2.35262  -1.95651  -0.21393
C  3.39560  -2.68697  0.34010
C  4.56405  -2.89050  -0.37790
C  4.68427  -2.39538  -1.66977
C  3.64572  -1.66809  -2.22973
H  2.29974  0.82614  0.54442
H  3.75594  2.57871  1.44128
H  4.84104  4.20538  -0.07495
H  4.41608  4.09192  -2.50843
H  2.89740  2.36893  -3.41569
H  1.43888  -1.79958  0.34785
H  3.29629  -3.08918  1.34006
H  5.38850  -3.43247  0.06665
H  5.59133  -2.55963  -2.23642
H  3.72858  -1.26980  -3.23397
C  -4.46754  1.13653  -0.21603
C  -3.78816  2.45082  -0.44684
C  -4.47090  3.66040  -0.54679
C  -3.71027  4.80050  -0.74703
N  -2.38864  4.77526  -0.88302
C  -1.81860  3.58351  -0.79568
S  -0.11079  3.39660  -1.00766
N  -2.46386  2.43136  -0.55198
H  -5.40766  1.08790  -0.76418
H  -4.69012  1.00543  0.84471
H  -3.80754  0.33045  -0.53199
H  -5.54760  3.70577  -0.47172
H  -4.17307  5.77989  -0.80225

Results of the Mulliken charge analysis, in e, for atoms 1 through 2:
1 Pd 0.72
2 O -0.55



# 3
Molecular formula: C23H38BCoN6O4
Method: DFT, ωB97M-V with the def2-TZVPD basis set

The net charge is +1. Its spin multiplicity is 4. The expectation value of S² is 3.76. Its HOMO energy (spin up / spin down) is -11.007 / -10.982 eV.

Atoms and positions in Å:
Co  -0.18907  -0.48123  0.30855
C  2.36178  -2.30472  0.17975
C  1.16396  -3.23516  0.22315
O  0.08761  -2.54261  -0.32660
C  -1.10500  -3.35527  -0.35611
C  -1.80758  -3.26675  1.00962
O  -1.73990  -1.91660  1.37974
C  -1.89208  -1.77265  2.77878
C  -0.59584  -2.04002  3.52372
O  0.39438  -1.27533  2.83260
C  1.71401  -1.56199  3.11310
C  2.50824  -0.79027  2.04737
O  1.99902  -1.05134  0.78338
H  3.24248  -2.67413  0.64857
H  2.57076  -2.12115  -0.85434
H  1.42717  -4.13692  -0.40682
H  0.92892  -3.56914  1.23035
H  -1.69249  -2.90060  -1.13112
H  -0.83865  -4.35941  -0.68372
H  -2.84060  -3.65153  0.88101
H  -1.29762  -3.89212  1.74806
H  -2.18261  -0.73882  2.91283
H  -2.72861  -2.41396  3.16980
H  -0.77750  -1.73421  4.55357
H  -0.29018  -3.09664  3.43932
H  2.07608  -1.27808  4.11074
H  1.95612  -2.65918  2.98204
H  2.47690  0.26911  2.18291
H  3.56917  -1.05866  2.06986
C  1.11616  -2.36269  -3.08238
C  1.15411  -0.85960  -2.80671
C  1.72743  0.05851  -3.69427
C  1.57844  1.29218  -3.08557
C  1.97900  2.62392  -3.61723
N  0.95760  1.08959  -1.89955
N  0.73530  -0.24650  -1.70864
B  0.15115  2.09775  -1.09053
N  -1.34057  1.69111  -1.18608
N  -1.83161  0.49672  -0.65897
C  -3.06762  0.34912  -1.09230
C  -3.82134  -0.92328  -0.86618
C  -3.45636  1.45611  -1.79928
C  -2.31732  2.25895  -1.93228
C  -2.21521  3.54283  -2.64584
N  0.60863  2.23111  0.36112
N  0.11079  1.37486  1.32474
C  0.39001  1.89336  2.48992
C  -0.18844  1.39716  3.80993
C  1.10245  3.11141  2.32161
C  1.22123  3.29976  0.94802
C  1.81573  4.45210  0.24712
H  1.16025  -2.53235  -4.14571
H  0.14724  -2.77292  -2.70236
H  1.95031  -2.87887  -2.60426
H  2.10941  -0.20440  -4.62433
H  2.53223  2.55020  -4.57223
H  2.55616  3.19930  -2.94218
H  1.12227  3.24019  -3.81760
H  0.29447  3.18493  -1.56533
H  -3.29075  -1.78526  -1.22046
H  -4.76456  -0.88878  -1.43044
H  -4.03466  -1.06592  0.18900
H  -4.36725  1.66689  -2.34951
H  -3.07270  3.65891  -3.30536
H  -1.34957  3.58720  -3.32478
H  -2.22941  4.40345  -1.96654
H  -1.15664  0.91269  3.62121
H  -0.35719  2.22757  4.44105
H  0.42871  0.67186  4.36204
H  1.53496  3.73344  3.09548
H  2.16820  5.19472  0.95196
H  1.05944  4.93797  -0.37851
H  2.65067  4.24411  -0.39785

Results of the Mulliken charge analysis, in e, for atoms 1 through 2:
1 Co 1.82
2 C -1.02



# 4
Molecular formula: C6H12BF3O5S
Method: DFT, ωB97M-V with the def2-TZVPD basis set

The net charge is -2. Its HOMO energy is 0.366 eV.

Atoms and positions in Å:
O  1.88240  4.19008  -0.25297
C  2.31721  3.11812  -0.80876
O  3.27369  3.17411  -1.80358
B  1.81818  1.60842  -0.35450
S  2.80585  1.19566  1.24113
O  1.95127  0.44204  2.23683
O  3.44916  2.43991  1.82466
C  4.27910  0.14536  0.63540
F  5.41064  0.45384  1.41613
F  3.97729  -1.22847  0.73101
F  4.61277  0.43324  -0.68860
H  0.64603  1.51786  -0.19607
H  2.11907  0.84867  -1.21939
C  -3.45905  0.10773  -1.16789
C  -2.06239  -0.48970  -1.13240
O  -1.54258  -0.63328  0.17769
C  -2.25864  -1.48566  1.05156
C  -2.32882  -2.92589  0.57115
H  -3.49296  1.04026  -0.59921
H  -3.76204  0.30866  -2.19858
H  -4.19617  -0.57022  -0.72890
H  -1.38005  0.18152  -1.65903
H  -2.02903  -1.44787  -1.66367
H  -3.26007  -1.08326  1.24236
H  -1.72685  -1.45991  2.00613
H  -2.93138  -3.01561  -0.33715
H  -2.78216  -3.56150  1.33614
H  -1.33045  -3.30411  0.34051

Results of the Mulliken charge analysis, in e, for atoms 1 through 2:
1 O -0.67
2 C 0.24



# 5
Molecular formula: C16H18ClMoO2P
Method: DFT, ωB97M-V with the def2-TZVPD basis set

The net charge is +2. Its spin multiplicity is 3. The expectation value of S² is 2.08. Its HOMO energy (spin up / spin down) is -15.351 / -15.351 eV.

Atoms and positions in Å:
Cl  -1.08088  2.39610  -2.39033
C  -0.50400  -1.78539  -2.37567
C  0.89877  -1.97391  -2.08367
C  1.63794  -0.99766  -2.82041
H  1.32353  -2.78372  -1.50057
C  0.72014  -0.16026  -3.55034
C  -0.61156  -0.66952  -3.26959
H  -1.51050  -0.30029  -3.74427
H  -1.32391  -2.41460  -2.04142
H  2.72096  -0.89962  -2.86900
C  1.04563  0.94877  -4.49364
Mo  0.24783  0.02704  -1.39807
C  1.80871  1.13964  -0.67735
O  2.68270  1.74740  -0.18880
C  -1.30739  1.63718  -0.67755
O  -2.04951  2.11229  0.12250
H  1.94455  1.47777  -4.17115
H  0.22390  1.66543  -4.53603
H  1.21547  0.58548  -5.51429
C  1.27792  -1.91043  1.70385
P  0.01091  -0.87310  0.90348
C  -1.39994  -2.02209  0.84622
C  -0.35344  0.31153  2.24390
C  -1.64958  0.45154  2.74585
C  -1.93802  1.47326  3.64864
C  -0.92373  2.32781  4.08642
C  0.38709  2.15551  3.63687
C  0.67205  1.13492  2.73061
H  1.53016  -2.73328  1.01285
H  0.88821  -2.31994  2.65826
H  2.16691  -1.29257  1.90118
H  -1.69697  -2.29934  1.86970
H  -2.23675  -1.54459  0.31669
H  -1.12808  -2.93653  0.29715
H  -2.43969  -0.22815  2.43258
H  -2.96897  1.60728  3.99344
H  -1.15958  3.13264  4.78443
H  1.18074  2.81910  3.98174
H  1.69835  0.99430  2.38578

Results of the Mulliken charge analysis, in e, for atoms 1 through 2:
1 Cl -0.07
2 C -0.35



# 6
Molecular formula: C18H19AsCl5F6GeMnN3OSi
Method: DFT, ωB97M-V with the def2-TZVPD basis set

Its spin multiplicity is 6. The energy relative to the best compared isomer or geometry (same formula, charge and spin) is 11.4 kcal/mol. The expectation value of S² is 8.90. Its HOMO energy (spin up / spin down) is -7.979 / -8.741 eV.

Atoms and positions in Å:
Mn  0.23739  -0.03079  -0.57393
Cl  -4.26561  1.45934  1.22984
C  -2.73649  2.12505  1.53811
C  -2.60369  3.38044  2.09736
C  -1.35308  3.91882  2.33873
Cl  -1.25375  5.48468  3.00833
C  -0.14359  3.20186  2.04426
C  1.15490  3.67551  2.29723
C  2.23241  2.89389  1.96552
C  2.01868  1.65710  1.34947
N  0.79863  1.20158  1.11148
C  -0.25833  1.94688  1.45768
C  -1.57862  1.35618  1.14147
O  -1.65450  0.27264  0.54539
H  -3.48509  3.95725  2.33851
H  1.29855  4.65212  2.73794
H  3.24488  3.23066  2.13271
H  2.84756  1.03593  1.03417
C  -1.08381  -0.51212  -4.13713
C  -1.21989  -1.52578  -3.04547
C  -2.08045  -2.59872  -3.10407
C  -2.10582  -3.51204  -2.04656
C  -1.29521  -3.35239  -0.95014
C  -0.40127  -2.27227  -0.96342
N  -0.36531  -1.40952  -2.00633
N  0.42977  -1.81724  0.03072
Si  0.69020  -2.63349  1.58063
C  1.50775  -4.24620  1.15542
C  -0.94471  -2.88681  2.45819
C  1.77267  -1.58530  2.65799
H  -0.29472  -0.83090  -4.82184
H  -0.79254  0.45695  -3.73981
H  -2.01247  -0.41372  -4.69603
H  -2.72616  -2.72430  -3.96136
H  -2.79380  -4.34759  -2.08005
H  -1.34191  -4.02637  -0.10769
H  0.79679  -4.99720  0.80739
H  2.02223  -4.65597  2.02771
H  2.25343  -4.07897  0.37569
H  -1.42202  -3.83632  2.20908
H  -1.64672  -2.08764  2.20574
H  -0.79711  -2.87124  3.54041
H  2.73671  -1.39024  2.18738
H  1.94395  -2.11951  3.59591
H  1.29562  -0.63701  2.91010
Cl  2.94235  -0.82473  -3.64019
Ge  2.75192  -0.08594  -1.58161
Cl  3.95030  -1.61365  -0.45027
Cl  4.20925  1.57320  -1.49446
F  -0.44253  1.56109  -1.52027
As  -0.03950  3.29511  -2.15403
F  -1.29176  3.02000  -3.29147
F  0.28608  4.87344  -2.68990
F  -1.22733  3.80629  -0.99218
F  1.13808  3.36038  -0.88931
F  1.09769  2.52760  -3.17301

Results of the Mulliken charge analysis, in e, for atoms 1 through 2:
1 Mn -0.03
2 Cl -0.16